No. 1
Formula: C17H20MnN3O
Source: OMol25
Level of theory: wB97M-V/def2-TZVPD

The geometry in XYZ format:
```
42
Properties=species:S:1:pos:R:3:mulliken_charge:R:1
Mn 0.81851 0.85156 0.22452 0.6970
C 0.15662 2.75680 1.28357 -0.4956
C -1.10426 2.23802 0.84529 -0.9444
C -1.26286 0.91763 1.35809 -0.0256
H -1.84370 2.77203 0.26618 0.3336
C -0.09235 0.58361 2.13253 -0.7688
C 0.79177 1.75624 2.11604 -0.7854
H 1.67305 1.90737 2.70965 0.5294
H 0.51348 3.76917 1.15814 0.5647
H -2.16040 0.31983 1.32010 0.4972
H 0.00909 -0.29517 2.74222 0.6146
C 2.51966 0.24505 -1.11263 -1.2176
C 2.98816 0.66261 0.16966 -0.0475
C 2.40118 -0.20065 1.14613 -1.1433
H 3.74037 1.43738 0.36612 0.3676
C 1.55453 -1.13487 0.46433 -0.2342
C 1.63469 -0.85469 -0.93411 -0.2128
H 1.16941 -1.44668 -1.72994 0.3188
H 2.86968 0.61382 -2.08070 0.4065
H 2.65188 -0.21711 2.21194 0.5043
H 1.03636 -1.99333 0.90489 0.5904
O -1.14534 0.18136 -1.27135 -0.4574
C -2.01709 -3.11566 -0.06383 0.6760
C -2.82162 -1.97607 -0.90743 -1.1161
C -1.83276 -2.74974 1.39918 -0.8074
C -0.91593 -3.72407 -0.91417 -1.1729
C -2.33562 -0.48856 -1.45154 -0.8728
H -3.77876 -1.75366 -0.39729 0.4535
H -3.20203 -2.43516 -1.84400 0.4364
H -2.49344 -0.48746 -2.55943 0.3213
H -3.14857 0.23342 -1.16148 0.2731
H -2.07657 -3.52162 2.11454 0.4595
H -2.44375 -1.88601 1.69772 0.2223
H -0.81869 -2.41846 1.67619 -0.0948
H -0.97088 -4.79069 -1.05124 0.4119
H 0.12376 -3.52996 -0.61038 0.1847
H -0.94754 -3.28891 -1.92240 0.3129
N 0.96361 2.28819 -1.21490 -0.3314
C 1.46663 3.29332 -1.61288 0.5445
N 1.87708 4.35588 -2.20015 -0.8239
C 2.81885 5.17840 -1.78260 0.4999
N 3.63378 5.94683 -1.48456 -0.6682
```

Its spin multiplicity is 5. The expectation value of S² is 6.06. For the HOMO-LUMO gap (spin up / spin down), the calculation gives 4.66 / 5.28 eV. As for the total charge: -2. The largest force on an atom is 5.10 eV Å⁻¹. Its LUMO energy (spin up / spin down) is 5.332 / 5.265 eV.

***

No. 2
Formula: C30H60O8
Source: OMol25
Level of theory: wB97M-V/def2-TZVPD

The geometry in XYZ format:
```
98
Properties=species:S:1:pos:R:3:mulliken_charge:R:1
C -1.76158 -0.43858 2.95146 -0.9373
C -2.56535 -1.22434 2.17607 -0.2000
C -2.06087 -2.55306 1.68294 0.0434
C -0.87448 -2.35965 0.73941 -0.2803
O 0.29414 -2.32325 1.54957 -0.3628
C 1.45458 -2.48805 0.76809 -0.6484
O -3.11299 -3.38856 1.18395 -0.4349
C -3.39776 -3.30131 -0.16705 -0.6963
O -3.62511 -1.98147 -0.61827 -0.1271
C -3.13320 -1.82038 -1.94469 -0.4362
C -3.56319 -0.48759 -2.54226 -1.1306
C -2.47262 0.59351 -2.39627 -0.2476
C -1.62631 0.65464 -3.68005 -0.9471
H -1.38612 -0.79882 3.90741 0.2879
H -1.47461 0.56830 2.66191 0.2372
H -3.59406 -0.95183 1.94727 0.2809
H -1.66235 -3.07574 2.56321 0.4822
H -0.75535 -3.17936 0.02897 0.6243
H -0.96731 -1.37963 0.25987 0.0135
H 1.39454 -3.34553 0.08963 0.3275
H 2.31129 -2.67804 1.41144 0.2769
H 1.64062 -1.57838 0.18684 0.1613
H -2.64525 -3.78764 -0.79989 0.6423
H -4.32480 -3.86606 -0.31636 0.2429
H -2.04284 -1.93658 -1.96357 0.3961
H -3.53648 -2.62694 -2.57062 0.3965
H -4.50486 -0.18303 -2.08849 0.3942
H -3.72271 -0.67664 -3.60394 0.4462
H -1.82785 0.39194 -1.54192 0.0110
H -2.96282 1.55952 -2.27608 0.4731
H -1.51226 -0.33028 -4.13152 0.3741
H -2.08913 1.31314 -4.41504 0.3337
H -0.63235 1.04913 -3.46837 0.0437
C 2.90580 2.26793 0.25952 -0.7287
C 3.92883 2.61121 -0.81837 -0.2734
C 3.76124 1.45177 -1.78812 -0.3251
O 2.39367 1.03935 -1.69808 -0.3705
C 1.77929 1.66380 -0.56703 -0.0269
H 2.58567 3.12509 0.84985 0.3909
H 3.31552 1.51883 0.94093 0.2774
H 3.65160 3.54989 -1.30541 0.3010
H 4.94904 2.70664 -0.44845 0.0750
H 4.39527 0.60336 -1.50849 0.2655
H 3.98792 1.72764 -2.81976 0.2025
H 1.09539 2.43608 -0.93682 0.1910
H 1.19903 0.92334 -0.01350 -0.0118
C -6.40266 -2.55566 1.59844 0.5466
C -7.02197 -1.40100 2.37933 -0.5700
C -8.21798 -2.07807 3.03570 -0.4625
O -7.84349 -3.43935 3.25339 -0.4390
C -6.63454 -3.72598 2.54132 -0.4303
H -5.35438 -2.41018 1.35775 -0.6682
H -6.95032 -2.70870 0.66448 0.2314
H -6.32238 -1.04966 3.14215 0.2311
H -7.30376 -0.55079 1.75965 0.4120
H -9.09382 -2.06066 2.37711 0.2462
H -8.49396 -1.62476 3.98884 0.3048
H -5.81847 -3.81554 3.26597 0.2535
H -6.74034 -4.67881 2.02115 0.3033
C 2.64559 1.14089 -6.72483 -0.6362
C 2.21847 0.24320 -7.88260 -0.5523
C 1.46191 -0.85943 -7.15431 -0.4787
O 0.88255 -0.25627 -5.99659 -0.3477
C 1.44076 1.04569 -5.79863 0.1097
H 2.87059 2.16438 -7.02151 0.3937
H 3.52981 0.72491 -6.23605 0.2508
H 1.54370 0.78743 -8.54726 0.2733
H 3.04875 -0.13512 -8.47721 0.3394
H 2.13948 -1.65600 -6.82750 0.2712
H 0.67242 -1.30493 -7.76088 0.2715
H 0.67874 1.78866 -6.05983 0.2456
H 1.70155 1.17013 -4.74643 -0.1269
C 9.35421 3.78297 -1.18370 -0.5442
C 8.94541 2.87198 -2.33730 -0.5788
C 8.17874 1.77701 -1.60892 -0.2966
O 7.57988 2.39278 -0.46522 -0.3765
C 8.13448 3.69775 -0.27721 -0.4265
H 9.58337 4.80291 -1.48811 0.3318
H 10.23045 3.37353 -0.67632 0.2530
H 8.28092 3.40824 -3.01865 0.2656
H 9.78487 2.48742 -2.91422 0.3491
H 8.85053 0.98472 -1.26231 0.2700
H 7.39864 1.32431 -2.22272 0.2083
H 7.37869 4.43917 -0.56015 0.2552
H 8.37656 3.83621 0.77679 0.3148
C -2.30233 0.48237 8.58582 -0.5379
C -1.17968 1.40006 8.11098 -0.5715
C -0.82837 0.78547 6.76289 -0.4707
O -2.03512 0.21510 6.25179 -0.2909
C -3.02637 0.18085 7.28080 -0.4712
H -2.95208 0.93226 9.33491 0.3313
H -1.88281 -0.43494 9.00493 0.2692
H -1.56007 2.41496 7.97484 0.2741
H -0.32923 1.44423 8.78963 0.3283
H -0.08677 -0.01344 6.87134 0.3137
H -0.44635 1.51657 6.04927 0.2838
H -3.78043 0.94401 7.05978 0.2703
H -3.51221 -0.79525 7.27946 0.2668
```

For the HOMO-LUMO gap, the calculation gives 8.32 eV. The largest force on an atom is 1.93 eV Å⁻¹. Its LUMO energy is 0.704 eV.

***

No. 3
Formula: C22H28N4O3S2
Source: OMol25
Level of theory: wB97M-V/def2-TZVPD

The geometry in XYZ format:
```
59
Properties=species:S:1:pos:R:3:mulliken_charge:R:1
C 3.22771 5.20260 5.24979 -1.0973
C 3.24312 5.76535 3.83445 -0.3038
C 4.14887 4.96422 2.89800 -1.0792
N 3.68043 3.60310 2.73640 0.0605
C 4.24650 2.53744 3.36455 0.5345
S 5.57800 2.59821 4.31110 -0.3164
S 3.36663 1.05665 3.02380 -0.1529
C 2.28817 1.90036 1.94539 -0.3674
C 1.33811 1.41871 1.10705 -0.5634
C 0.88214 0.08310 0.90186 0.9628
C 0.15645 -0.28498 -0.25860 0.0952
N -0.26562 -1.53732 -0.46339 -0.1880
C -0.02708 -2.47469 0.41751 0.1467
N 0.64446 -2.22597 1.58959 0.1140
C 0.86671 -3.21314 2.49976 -0.4643
C 0.42818 -4.47675 2.28092 -0.6439
C -0.26917 -4.77264 1.09069 -0.4463
C -0.49752 -3.79872 0.16133 0.8602
C -1.20560 -4.04344 -1.12835 -1.2061
H -1.73011 -4.99451 -1.10611 0.4054
H -0.48211 -4.05957 -1.94261 0.3376
H -1.90089 -3.23382 -1.33871 0.0641
H -0.62083 -5.77863 0.91844 0.4471
H 0.61262 -5.24597 3.01187 0.4161
H 1.40592 -2.89707 3.38058 0.4279
C 1.11272 -0.90577 1.90228 0.2553
O 1.62258 -0.73160 2.99886 -0.8093
N -0.10900 0.57735 -1.25708 -0.0906
H 0.06744 1.55715 -1.10397 0.2305
C -0.97511 0.21475 -2.35195 -0.8319
C -2.45952 0.34470 -1.99219 -0.6299
C -3.33605 -0.31935 -3.05029 -0.6724
O -3.11950 -1.71375 -2.97634 -0.2191
C -3.52156 -2.49584 -4.09004 0.6121
C -5.00386 -2.33689 -4.43165 -1.5476
H -5.29387 -3.09497 -5.15370 0.4638
H -5.20174 -1.35754 -4.86143 0.3273
H -5.60915 -2.45730 -3.53641 0.3762
C -2.64347 -2.25994 -5.32302 -1.4467
H -2.82751 -3.04183 -6.05415 0.4726
H -2.86171 -1.30148 -5.78812 0.3160
H -1.59388 -2.28282 -5.04044 0.3440
H -3.34850 -3.51850 -3.73215 0.2535
H -4.39234 -0.08668 -2.85213 0.3327
H -3.07504 0.06976 -4.04215 0.4530
H -2.74196 1.39363 -1.88979 0.3383
H -2.62916 -0.16304 -1.04236 0.3617
H -0.77707 -0.83032 -2.59364 0.2790
H -0.73148 0.84780 -3.20790 0.4137
H 0.88501 2.19968 0.50423 0.3571
C 2.60104 3.33160 1.92367 0.3126
O 2.02146 4.17486 1.26737 -0.6685
H 5.16623 4.91694 3.29203 0.4793
H 4.15085 5.42539 1.90649 0.3254
H 3.60843 6.79361 3.85045 0.3623
H 2.23191 5.77280 3.42300 0.2901
H 2.61801 5.82785 5.89755 0.3641
H 4.23608 5.16105 5.65504 0.2712
H 2.81464 4.19619 5.26459 0.2809
```

Its energy above the lowest of the compared OMol25 structures with the same formula, charge and spin is 28.2 kJ/mol. For the HOMO-LUMO gap, the calculation gives 6.91 eV. The largest force on an atom is 1.01 eV Å⁻¹. Its LUMO energy is -0.593 eV.

***

No. 4
Formula: C3H3N3
Source: OMol25
Level of theory: wB97M-V/def2-TZVPD

The geometry in XYZ format:
```
9
Properties=species:S:1:pos:R:3:mulliken_charge:R:1
C -1.72653 -1.00901 -0.16994 0.2659
C 0.14723 0.55281 0.08751 0.3248
C 1.60134 0.46178 0.11007 -0.2280
N -0.93708 -0.10171 0.49357 -0.2207
N -2.37609 0.04935 -0.15319 -0.3848
N 0.72668 1.61554 -0.26575 -0.4690
H -1.68343 -2.03295 -0.46923 0.3024
H 2.12953 0.52020 1.05329 0.2097
H 2.11836 -0.05601 -0.68632 0.1996
```

Its energy above the lowest of the compared OMol25 structures with the same formula, charge and spin is 517.9 kJ/mol. For the HOMO-LUMO gap, the calculation gives 10.17 eV. The largest force on an atom is 2.19 eV Å⁻¹. Its LUMO energy is 0.543 eV.